# 1
Formula: C4H4O2
Source: the Open Molecules 2025 dataset
Level of theory: wB97M-V/def2-TZVPD

Geometry (Å):
C1 1.37421 -2.16278 0.75615
C2 1.35402 -1.05343 1.09304
O1 0.96868 0.16152 0.92594
C3 0.28872 -0.02543 -0.41782
C4 -1.06924 0.22590 0.00034
O2 0.70925 -0.21050 -1.48327
H1 1.40043 -3.21529 0.62080
H2 -1.75429 0.26912 -0.85832
H3 -1.02345 1.09370 0.55151
H4 -1.39425 -0.38210 0.75673

Calculated values
DFT total energy = -305.15771 Eh
molecular weight = 84.074 g mol⁻¹
structure (SMILES) = C#COC(C)=O
HOMO-LUMO gap = 10.5 eV
energy relative to the best compared isomer or geometry (same formula, charge and spin) = 319.66 kJ/mol
E_LUMO = 0.72 eV
multiplicity = 1

Atomic partial charges in e from the Mulliken method, atoms 1 to 4: -0.132, -0.086, -0.387, 0.608

=====

# 2
Formula: C4H4O2
Source: the Open Molecules 2025 dataset
Level of theory: wB97M-V/def2-TZVPD

Geometry (Å):
O1 -0.11043 -0.68473 -1.93984
C1 -0.11514 -0.23200 -0.60999
C2 0.72984 -0.87542 0.32907
C3 0.65195 0.01544 1.38836
O2 -0.30010 0.95430 1.20454
C4 -0.75340 0.82457 -0.05609
H1 -1.03671 -0.44929 -2.40537
H2 1.35422 -1.76591 0.08769
H3 1.29462 0.06244 2.30733
H4 -1.40741 1.60065 -0.41534

Calculated values
DFT total energy = -305.24093 Eh
molecular weight = 84.074 g mol⁻¹
structure (SMILES) = Oc1ccoc1
HOMO-LUMO gap = 9.3 eV
energy relative to the best compared isomer or geometry (same formula, charge and spin) = 101.15 kJ/mol
E_LUMO = 0.75 eV
multiplicity = 1

Atomic partial charges in e from the Mulliken method, atoms 1 to 4: -0.569, 0.882, -0.479, -0.328

=====

# 3
Formula: C4H4O2
Source: the Open Molecules 2025 dataset
Level of theory: wB97M-V/def2-TZVPD

Geometry (Å):
C1 2.76498 -0.20431 -0.36899
C2 1.76143 0.46800 -0.38301
C3 0.42630 0.25447 0.15546
O1 0.31502 -0.31646 1.21536
O2 -0.60398 0.59244 -0.61698
C4 -1.83222 0.12217 -0.03871
H1 3.53124 -0.93289 -0.26557
H2 -2.62676 0.70434 -0.49595
H3 -1.94182 -0.94839 -0.24431
H4 -1.79417 0.26062 1.04269

Calculated values
DFT total energy = -305.19762 Eh
molecular weight = 84.074 g mol⁻¹
structure (SMILES) = C#CC(=O)OC
HOMO-LUMO gap = 10.9 eV
energy relative to the best compared isomer or geometry (same formula, charge and spin) = 214.88 kJ/mol
E_LUMO = 0.57 eV
multiplicity = 1

Atomic partial charges in e from the Mulliken method, atoms 1 to 4: -0.036, -0.579, 0.834, -0.498